(1)
Computed, not measured: one molecule with the formula C3H6N2 in a non-equilibrium geometry, with ωB97M-V/def2-TZVPD.

Last column: natural (NBO) charge in e.
Geometry (Å):
1 C -0.78045 -0.01179 -1.43487  -0.376
2 C -0.50142 -0.86940 -0.44189  -0.288
3 C 0.94122 -0.79677 0.24078  -0.005
4 N 1.23810 0.17300 0.96905  -0.232
5 N 0.36377 1.17489 1.20608  -0.654
6 H -1.62286 -0.01067 -2.17233  0.206
7 H -0.11941 0.87347 -1.68510  0.208
8 H -1.18247 -1.65801 0.01027  0.217
9 H 1.71496 -1.60612 0.06438  0.200
10 H 0.59313 1.84650 1.96222  0.374
11 H -0.64456 0.88489 1.28142  0.350

Its orbital gap is 9.9 eV. The energy relative to the best compared isomer or geometry (same formula, charge and spin) comes out at 62.90 kcal per mole. The strongest force on any atom is 2.85 eV Å⁻¹. As for the SMILES: C=C/C=N\N. As for the HOMO energy: -8.77 eV. As for the molar mass: 70.09 g mol⁻¹.

=====

(2)
Computed, not measured: a 2-piece molecular cluster, C13H15N6O8 overall in a non-equilibrium geometry, with ωB97M-V/def2-TZVPD.

Last column: natural (NBO) charge in e.
Geometry (Å):
1 C -4.26247 -1.53000 2.10408  -0.621
2 C -2.80322 -1.88124 1.94070  -0.070
3 O -2.02377 -0.68319 2.08962  -0.548
4 C -0.70493 -0.97348 1.97915  0.754
5 C 0.10778 0.24605 2.11431  -0.497
6 C -0.54161 1.50169 1.79256  -0.609
7 C 1.55339 0.10657 2.02145  0.755
8 O 2.33286 1.04708 1.88808  -0.744
9 O 1.95852 -1.17422 2.09145  -0.513
10 C 3.38438 -1.36218 2.02455  -0.066
11 C 3.65318 -2.83892 1.84773  -0.619
12 O -0.34592 -2.12136 1.74216  -0.692
13 H -4.86694 -2.44137 2.09822  0.196
14 H -4.43633 -1.01418 3.05449  0.206
15 H -4.61331 -0.88925 1.28632  0.200
16 H -2.48402 -2.60394 2.70031  0.181
17 H -2.60769 -2.30063 0.94660  0.181
18 H 0.22688 2.27598 1.72690  0.208
19 H -1.09519 1.44061 0.84042  0.188
20 H -1.27510 1.75063 2.57282  0.175
21 H 3.79847 -0.79121 1.18110  0.185
22 H 3.83976 -0.99613 2.95699  0.163
23 H 4.71365 -3.04619 2.02543  0.190
24 H 3.05583 -3.44462 2.53692  0.215
25 H 3.43500 -3.14735 0.81789  0.203
26 O -1.55396 4.67756 8.86616  -0.328
27 N -0.44780 4.61212 8.30614  0.505
28 O 0.63303 4.83705 8.89925  -0.389
29 C -0.35133 4.24947 6.89617  -0.008
30 C 0.87853 4.13302 6.27728  -0.103
31 C 0.93224 3.81007 4.91168  -0.036
32 N 2.13817 4.07606 4.15794  0.508
33 O 3.17806 4.35382 4.78715  -0.383
34 O 2.07395 4.05844 2.91716  -0.312
35 C -0.21005 3.45048 4.19861  0.156
36 N -1.41576 3.61946 4.82420  -0.191
37 N -2.67662 3.50516 4.28447  -0.050
38 N -3.51526 3.89077 5.20991  -0.010
39 N -2.88031 4.25001 6.36092  -0.281
40 C -1.56553 4.05069 6.13888  0.303
41 H 1.80736 4.36330 6.79159  0.292
42 H -0.23801 3.35404 3.13044  0.303

Its orbital gap is 3.4 eV. The energy relative to the best compared isomer or geometry (same formula, charge and spin) comes out at 3.39 kcal per mole. The strongest force on any atom is 3.59 eV Å⁻¹. As for the net charge: -1. As for the HOMO energy: -3.27 eV. As for the molar mass: 383.30 g mol⁻¹.

=====

(3)
Computed, not measured: C7H7N as an isolated structure in a non-equilibrium geometry, with ωB97M-V/def2-TZVPD.

Last column: natural (NBO) charge in e.
Geometry (Å):
1 C -1.85250 1.48011 0.34669  -0.186
2 C -2.18919 0.72877 -0.54721  -0.323
3 C 0.95902 1.00521 0.46173  0.011
4 C 1.77002 -0.00599 0.70333  -0.249
5 C 1.41038 -1.39794 0.36075  -0.191
6 C 0.25613 -1.67247 -0.36906  -0.257
7 C -0.43574 -0.36945 -0.74106  0.056
8 H -1.42892 2.18977 1.04859  0.230
9 H -2.82815 0.20908 -1.42601  0.266
10 H 1.22338 2.08804 0.66526  0.197
11 H 2.70551 0.38694 0.99880  0.216
12 H 1.90742 -2.22603 0.85069  0.215
13 H -0.16632 -2.73169 -0.52076  0.241
14 H -1.14149 -0.49348 -1.63373  0.232
15 N -0.18954 0.80910 -0.19801  -0.457

Its orbital gap is 6.4 eV. The energy relative to the best compared isomer or geometry (same formula, charge and spin) comes out at 191.46 kcal per mole. The strongest force on any atom is 10.41 eV Å⁻¹. As for the HOMO energy: -6.38 eV. As for the molar mass: 105.14 g mol⁻¹.